66
Properties=species:S:1:pos:R:3:forces:R:3:lowdin_charge:R:1 method="wB97M-V/def2-TZVPD" charge=-1
Y -0.317 -0.020 -0.312 -0.144 -0.068 -0.068 0.84
S -1.620 5.004 -0.443 -0.015 0.052 0.003 -0.11
As -0.926 3.114 0.038 -0.004 -0.041 0.030 -0.47
S -2.454 1.522 0.137 0.060 -0.006 -0.032 -0.04
S 0.532 2.273 -1.382 0.022 -0.050 0.021 -0.08
S 0.084 2.993 2.021 -0.030 -0.016 -0.019 -0.04
Se -1.195 1.013 2.995 -0.007 0.031 -0.019 0.92
N -0.451 0.543 4.492 0.025 0.023 0.038 -0.27
C 0.452 -0.447 4.208 0.003 0.002 -0.027 -0.40
C 1.315 -1.064 5.101 -0.002 -0.002 0.011 -0.03
C 2.119 -2.097 4.630 0.019 -0.008 -0.002 -0.10
C 2.046 -2.466 3.294 -0.035 -0.004 -0.024 -0.19
N 1.238 -1.887 2.401 0.013 0.001 0.011 0.08
C 0.457 -0.909 2.858 0.008 0.004 0.007 -0.50
N -0.427 -0.274 2.035 0.016 0.008 0.063 -0.39
H 1.344 -0.744 6.135 0.000 0.002 0.000 0.11
H 2.800 -2.616 5.291 -0.001 0.008 0.006 0.09
H 2.665 -3.276 2.919 0.008 0.003 0.007 0.10
C -1.961 -3.388 2.478 -0.002 0.018 -0.020 -0.04
C -2.454 -2.974 1.119 -0.005 -0.012 0.034 -0.27
C -3.806 -2.997 0.815 0.009 -0.002 0.004 -0.03
C -4.254 -2.591 -0.443 0.007 0.002 -0.009 -0.27
C -5.724 -2.618 -0.773 0.023 -0.004 0.003 -0.05
C -3.355 -2.129 -1.388 -0.014 -0.010 0.005 -0.01
C -1.971 -2.069 -1.117 -0.014 -0.002 -0.012 -0.35
C -1.553 -2.548 0.146 -0.057 0.007 -0.048 -0.08
N -0.986 -1.474 -1.880 0.083 0.058 0.008 -0.10
C -1.089 -1.288 -3.325 -0.002 -0.016 0.012 -0.47
C -1.991 -0.106 -3.733 -0.009 0.005 -0.004 -0.08
C -1.973 0.088 -5.253 0.001 -0.006 0.000 -0.28
C -2.451 -1.197 -5.938 0.006 0.005 0.007 -0.12
C -1.520 -2.357 -5.571 -0.003 0.013 -0.005 -0.29
C -0.096 -2.029 -6.027 0.003 0.000 -0.002 -0.13
C 0.376 -0.752 -5.328 0.002 -0.006 0.009 -0.29
C -0.546 0.410 -5.706 -0.003 0.004 -0.002 -0.12
C 0.333 -0.962 -3.813 0.000 0.011 -0.026 -0.12
C -1.537 -2.566 -4.053 0.008 0.023 0.014 -0.08
H -2.610 -4.145 2.920 -0.003 0.000 -0.001 0.07
H -1.947 -2.524 3.149 0.010 -0.005 0.004 0.08
H -0.943 -3.774 2.431 0.003 0.001 0.004 0.07
H -4.519 -3.339 1.557 -0.007 0.002 -0.006 0.11
H -6.313 -2.962 0.077 -0.004 0.001 -0.002 0.07
H -5.922 -3.284 -1.616 -0.007 0.002 0.000 0.08
H -6.077 -1.623 -1.050 -0.005 0.000 0.001 0.08
H -3.741 -1.774 -2.332 0.004 0.001 -0.002 0.10
H -0.487 -2.649 0.339 0.054 -0.009 0.030 0.09
H -1.633 0.800 -3.233 0.001 -0.001 0.005 0.10
H -3.016 -0.264 -3.394 -0.001 0.002 0.002 0.11
H -2.636 0.916 -5.518 0.000 0.003 0.003 0.14
H -2.466 -1.059 -7.025 -0.001 -0.004 -0.002 0.11
H -3.475 -1.428 -5.625 -0.003 0.002 -0.001 0.12
H -1.863 -3.272 -6.065 0.002 -0.003 0.002 0.13
H -0.069 -1.894 -7.114 -0.005 -0.002 -0.001 0.11
H 0.574 -2.860 -5.783 0.002 0.002 -0.001 0.12
H 1.403 -0.522 -5.631 -0.002 0.003 -0.001 0.14
H -0.522 0.572 -6.789 0.006 0.000 0.000 0.12
H -0.204 1.330 -5.225 -0.005 0.002 0.002 0.12
H 0.684 -0.055 -3.306 0.003 -0.001 0.004 0.08
H 0.994 -1.786 -3.524 -0.002 -0.002 0.007 0.10
H -0.861 -3.379 -3.769 -0.002 -0.003 -0.002 0.13
H -2.539 -2.859 -3.733 -0.002 -0.009 -0.011 0.11
Cl 2.803 0.791 1.103 0.000 -0.014 -0.002 0.56
C 3.418 -0.706 0.426 0.002 -0.004 -0.002 -0.95
Cl 2.358 -1.299 -0.890 -0.002 -0.005 -0.010 0.56
H 3.412 -1.469 1.193 -0.001 0.001 0.010 0.00
H 4.398 -0.541 -0.004 -0.003 0.010 -0.002 0.03

***

61
Properties=species:S:1:pos:R:3:forces:R:3:lowdin_charge:R:1 method="wB97M-V/def2-TZVPD" charge=+1
K 0.689 -0.969 -0.518 -1.463 0.276 -1.658 0.83
N 0.023 -0.241 2.401 0.077 -0.047 0.119 0.04
C 0.630 -1.464 2.954 0.334 0.185 -0.092 -0.32
C 1.630 -1.187 4.095 -0.009 -0.156 -0.165 -0.15
C 2.743 -2.225 4.297 -0.364 -0.064 0.079 -0.16
C 2.325 -3.689 4.536 0.204 0.252 -0.160 -0.13
N 1.250 -3.866 5.520 -0.287 -0.019 -0.172 0.10
C 0.057 -4.436 5.341 0.776 0.525 0.873 -0.44
N -0.406 -4.774 4.159 0.118 0.571 -2.381 0.22
N -0.694 -4.654 6.444 -0.022 -0.101 -0.328 0.19
C 1.304 -2.156 1.752 -0.419 -1.435 0.584 -0.76
O 0.940 -3.331 1.462 -0.204 0.310 0.662 -0.04
O 2.099 -1.477 1.082 1.552 0.209 1.354 -0.20
H 0.780 0.366 2.096 0.038 0.014 0.077 0.07
H -0.463 0.258 3.137 -0.135 0.066 -0.086 0.08
H -0.192 -2.083 3.310 -0.015 -0.140 -0.045 0.12
H 1.083 -1.035 5.029 -0.053 0.059 0.000 0.11
H 2.120 -0.242 3.854 0.067 0.000 0.097 0.12
H 3.356 -1.900 5.141 0.058 0.029 -0.022 0.11
H 3.378 -2.211 3.410 0.092 -0.123 0.059 0.12
H 3.195 -4.219 4.928 -0.026 -0.113 -0.085 0.13
H 2.045 -4.174 3.607 -0.160 0.011 -0.079 0.11
H 1.481 -3.605 6.464 -0.061 0.034 0.072 0.16
H -0.066 -4.355 3.225 -0.166 -0.632 1.617 0.14
H -1.304 -5.229 4.119 0.037 0.011 -0.063 0.13
H -0.282 -4.622 7.360 0.071 -0.037 -0.002 0.12
H -1.561 -5.154 6.363 -0.086 0.034 0.023 0.12
C 1.080 5.625 -4.725 0.000 0.048 -0.049 -0.08
C 1.166 5.642 -3.341 0.010 -0.016 0.016 -0.08
C 0.986 4.472 -2.621 0.000 -0.079 0.085 -0.13
C 0.684 3.275 -3.268 0.091 -0.080 0.007 -0.38
C 0.655 3.259 -4.659 -0.037 -0.065 0.019 -0.11
C 0.847 4.428 -5.383 0.028 -0.003 0.027 -0.07
As 0.416 1.656 -2.189 -0.016 0.499 -0.354 1.30
C -1.301 2.078 -1.332 -0.113 -0.046 0.079 -0.39
C -2.413 1.244 -1.435 0.112 -0.081 -0.059 -0.12
C -3.600 1.557 -0.788 -0.052 0.035 0.077 -0.08
C -3.692 2.704 -0.015 -0.022 -0.012 -0.009 -0.08
C -2.579 3.520 0.131 -0.007 -0.009 0.015 -0.08
C -1.394 3.202 -0.512 0.123 -0.022 -0.038 -0.12
C -0.213 0.420 -3.561 0.008 -0.030 -0.137 -0.44
C -1.319 0.699 -4.365 -0.032 0.035 0.068 -0.13
C -1.719 -0.188 -5.349 0.007 -0.011 -0.014 -0.06
C -1.017 -1.371 -5.549 -0.008 -0.012 0.015 -0.07
C 0.092 -1.656 -4.769 0.003 -0.054 -0.062 -0.07
C 0.492 -0.761 -3.786 0.079 0.154 0.137 -0.15
H 1.211 6.539 -5.289 0.027 -0.008 0.004 0.11
H 1.386 6.565 -2.820 -0.004 0.001 0.001 0.11
H 1.104 4.495 -1.545 -0.019 0.031 0.019 0.09
H 0.489 2.335 -5.195 -0.047 -0.020 -0.012 0.09
H 0.820 4.397 -6.464 -0.019 0.009 0.000 0.11
H -2.367 0.346 -2.038 -0.035 0.013 -0.022 0.09
H -4.458 0.907 -0.895 0.012 -0.011 -0.010 0.11
H -4.623 2.960 0.471 0.009 -0.013 0.017 0.11
H -2.633 4.407 0.750 0.002 0.008 -0.011 0.11
H -0.533 3.841 -0.371 -0.028 0.061 0.000 0.08
H -1.866 1.623 -4.216 -0.021 -0.003 -0.020 0.12
H -2.574 0.046 -5.970 -0.007 -0.004 0.011 0.11
H -1.334 -2.064 -6.317 0.016 0.001 -0.003 0.11
H 0.655 -2.565 -4.938 0.000 0.000 0.020 0.11
H 1.393 -0.966 -3.212 -0.012 -0.030 -0.095 0.08

***

69
Properties=species:S:1:pos:R:3:forces:R:3:lowdin_charge:R:1 method="wB97M-V/def2-TZVPD" multiplicity=4
Au 9.667 13.022 9.353 0.319 1.148 0.077 1.19
C 11.297 15.238 6.935 -1.058 -0.600 0.099 -0.02
C 10.912 15.821 8.273 -0.312 -0.948 0.018 -0.29
C 11.119 17.100 8.798 1.599 0.698 -1.423 -0.02
C 10.759 17.048 10.089 -1.622 -0.448 1.111 -0.06
N 10.226 15.830 10.362 0.578 1.365 -1.016 0.04
N 10.318 15.075 9.222 0.081 0.115 0.384 -0.01
B 9.554 15.432 11.672 -1.284 -1.596 0.037 -0.67
N 10.381 14.193 12.163 1.342 -0.715 0.588 0.03
C 11.352 14.224 13.102 1.059 -1.605 -0.990 -0.03
C 12.257 13.134 12.870 -1.159 1.168 0.434 0.00
C 11.744 12.500 11.748 -0.653 -0.705 -0.900 -0.32
C 12.307 11.264 11.027 -1.139 0.863 0.122 -0.02
N 10.588 13.096 11.338 1.126 0.843 1.069 -0.02
N 8.079 14.986 11.438 -2.494 1.372 0.802 0.03
C 7.023 15.401 12.293 1.323 -0.860 -0.676 -0.04
C 5.899 14.719 11.940 -0.817 -0.850 -1.061 -0.03
C 6.276 13.995 10.762 -0.583 0.314 0.071 -0.38
C 5.335 13.115 9.996 -0.808 0.903 -1.416 -0.05
N 7.533 14.191 10.445 1.352 -0.031 0.894 0.07
N 9.497 16.523 12.748 0.366 -0.464 0.478 -0.02
C 9.074 17.770 12.603 -1.357 1.881 0.527 -0.11
C 8.739 18.319 13.860 1.140 -1.780 -2.503 0.00
C 9.007 17.254 14.717 -0.285 0.738 2.310 -0.35
C 8.779 17.297 16.262 1.142 0.818 -2.199 -0.01
N 9.444 16.210 14.075 0.559 -1.648 -0.018 0.10
H 12.320 14.893 6.913 0.497 0.204 0.194 0.07
H 11.163 16.002 6.172 0.018 -0.123 -0.131 0.08
H 10.704 14.323 6.670 0.170 1.024 0.319 0.07
H 11.623 17.970 8.371 -0.344 -0.567 -0.204 0.12
H 10.633 17.860 10.777 0.495 -0.053 0.263 0.11
H 11.412 14.998 13.845 -0.267 0.028 0.018 0.10
H 13.112 12.815 13.474 -0.484 0.333 -0.378 0.11
H 11.495 10.566 10.787 0.189 0.212 -0.010 0.05
H 12.967 10.757 11.699 0.572 -0.266 0.298 0.06
H 12.830 11.517 10.097 -0.105 0.055 0.273 0.08
H 7.159 16.152 13.052 0.166 -0.222 0.127 0.10
H 4.858 14.604 12.326 1.298 0.723 -0.037 0.11
H 5.767 12.114 9.918 -0.647 -0.117 0.376 0.06
H 5.173 13.391 8.881 0.441 -0.041 1.944 0.11
H 4.339 13.243 10.507 0.950 -0.864 -0.556 0.08
H 8.810 18.149 11.633 0.258 0.261 -0.160 0.12
H 8.490 19.314 14.035 -0.632 1.267 0.413 0.08
H 7.897 17.898 16.385 -0.547 0.049 0.397 0.06
H 9.608 17.848 16.742 -0.275 -0.466 -0.121 0.08
H 8.669 16.310 16.647 -0.080 -0.616 0.423 0.06
F 7.173 13.316 5.928 -0.020 0.502 0.052 0.17
B 7.663 12.342 6.740 0.634 0.140 0.118 -1.23
F 7.069 12.279 7.983 -0.860 -0.594 -0.004 0.11
F 9.064 12.706 7.209 0.448 0.135 -0.962 -0.10
F 7.751 11.155 6.033 0.022 -0.168 0.441 0.13
C 7.804 10.927 11.969 2.521 -3.289 0.561 0.01
C 8.260 9.614 11.169 -1.417 1.540 0.080 -0.14
C 7.826 8.329 11.408 -0.226 0.543 0.466 -0.04
C 7.872 7.331 10.405 -0.010 -0.689 2.631 -0.06
C 8.442 7.606 9.220 0.542 2.163 -1.611 -0.05
C 8.981 8.858 8.877 -0.294 -0.117 1.902 -0.16
C 9.612 9.198 7.588 -0.360 -0.440 -1.261 -0.03
C 8.865 9.865 9.901 0.778 0.683 -1.190 -0.27
N 9.299 11.083 9.596 -0.693 -1.559 0.567 0.13
H 7.684 11.707 11.280 -0.526 1.116 -0.756 0.01
H 8.631 11.180 12.654 -0.313 0.191 -0.201 0.08
H 6.956 10.684 12.572 -0.700 0.082 0.143 0.07
H 7.356 8.189 12.378 -0.063 -0.427 -0.238 0.11
H 7.572 6.287 10.633 -0.150 0.983 -0.204 0.13
H 8.278 6.969 8.420 0.286 -1.681 -1.376 0.10
H 10.259 8.360 7.244 -0.756 0.461 -0.118 0.10
H 10.244 10.074 7.620 0.161 0.280 0.327 0.07
H 8.797 9.497 6.867 0.910 -0.652 0.367 0.11

***

Total energy values, unit Ha, following the record order: -8339.93409 -4137.01490 -2009.75987.
Energy relative to the best compared isomer or geometry (same formula, charge and spin) values, unit eV, following the record order: 0.0000 0.6728 1.4964.